65
Properties=species:S:1:pos:R:3:forces:R:3:lowdin_charge:R:1 method="wB97M-V/def2-TZVPD" e_lumo_ev=1.506 multiplicity=1 homo_energy_ha=-0.1303 charge=-1 total_energy_ha=-2817.08703
C 2.50313 -4.98942 -2.36978 -0.5 0.3 0.3 -0.22
C 2.99642 -3.80639 -1.54055 0.1 -0.4 -0.9 -0.20
H 0.60977 -6.01331 -2.59205 -0.1 -0.4 0.0 0.06
H -4.83792 7.03733 0.61086 0.0 -0.1 0.0 0.00
H 2.60648 -1.94119 2.49329 0.0 0.5 0.0 0.15
H -2.02319 8.91327 -0.49544 0.0 0.0 -0.1 0.01
O 3.93353 -2.06151 0.27533 0.3 -0.3 -0.3 -0.12
C 1.71200 -1.19629 0.37553 0.4 0.1 -0.8 -0.09
C 1.31795 -3.55341 2.51112 0.2 -0.7 0.0 0.02
H -2.48666 1.94843 -0.12754 0.0 0.0 0.0 0.01
H 0.69718 -1.39058 0.68979 -0.4 -0.1 0.1 0.14
H -1.13732 8.14759 2.17669 0.1 0.0 0.0 0.01
H -3.00485 1.84414 -1.82220 0.1 -0.1 0.0 0.01
C 1.14474 -7.84630 1.33812 0.3 0.1 0.3 0.03
H 2.98495 -4.91394 -3.33188 0.4 -0.1 -0.3 0.10
C 1.64642 -0.59117 -0.99742 -0.1 0.0 -1.2 -0.75
H -5.01993 3.76057 0.50737 0.0 0.0 0.0 0.01
N 2.11449 -3.52566 -0.40670 0.7 -0.2 0.3 0.08
O 2.33043 -5.66193 3.02085 -0.5 0.3 -0.3 0.17
H -4.03243 8.03917 1.81798 0.0 0.0 0.0 0.01
C -2.99394 4.91356 -2.75491 -0.3 -0.3 -0.2 -0.21
C 0.99279 -5.00402 -2.61034 0.2 -0.3 -0.3 -0.10
H -5.43593 5.01980 -0.66801 0.0 0.0 0.1 0.00
H -1.95774 5.10898 -3.03606 0.0 0.0 0.0 0.01
Si -2.35300 6.65785 0.56037 0.4 -1.2 -0.1 0.19
H -1.38166 2.43774 -1.42702 0.0 0.0 0.0 -0.03
H -0.04315 6.95555 1.45263 0.0 -0.1 0.0 0.01
H -1.21062 7.64555 -1.42730 0.0 -0.1 0.0 0.01
H 2.12331 -0.44501 1.02703 0.2 0.2 0.4 0.12
C -1.04609 7.10097 1.85925 -0.2 0.4 0.0 -0.22
H 0.78321 -4.62298 -3.59944 -0.2 0.3 -0.2 0.07
C 2.54973 -2.86943 1.93620 -0.3 0.9 0.7 -0.27
N -2.15296 5.05028 0.12531 -0.6 0.4 -0.3 -0.24
C -2.42390 2.43584 -1.10324 -0.3 -0.1 -0.3 -0.22
Cl 1.25498 1.13870 -0.94981 0.0 -0.3 0.0 0.72
H 1.49796 -8.23355 0.39876 0.0 -0.2 -0.4 0.09
O 5.23810 -1.44738 2.21129 -0.1 0.5 0.5 -0.20
H -5.42357 3.32669 -1.16154 0.0 0.0 0.0 0.01
O 1.80328 -1.15246 -2.04110 -0.1 0.6 0.9 0.07
H -1.15806 6.46769 2.74175 0.0 -0.1 0.0 0.01
H 2.13156 -4.37106 0.15117 -0.1 -0.2 0.0 0.12
H -4.26824 6.31072 2.12361 0.0 -0.1 0.0 0.01
H -3.55837 5.84439 -2.84339 0.0 0.1 0.0 0.00
O 0.23625 -5.68171 2.14737 0.2 0.3 -0.4 0.09
H 0.43795 -4.44595 -1.87612 -0.1 0.3 0.2 0.05
S 4.89001 -2.57065 1.43030 -0.1 -0.6 0.3 0.61
C 0.40309 -6.57954 1.08396 -0.9 0.0 -1.8 -0.44
H 2.84509 -5.90969 -1.91395 0.0 -0.4 0.2 0.10
C -2.11697 7.88455 -0.86842 -0.1 0.4 0.2 -0.21
O 5.90709 -3.44331 0.99239 0.2 -0.3 -0.6 -0.20
H 3.08320 -2.96035 -2.20082 -0.2 0.5 0.1 0.10
C -4.91375 4.07000 -0.53384 -0.2 -0.3 -0.4 -0.21
Si -3.07760 4.21152 -0.99416 0.9 0.4 0.9 0.20
H 4.00640 -4.04405 -1.22629 0.3 0.0 0.3 0.11
H -2.96421 7.86626 -1.55756 0.0 -0.1 -0.1 0.00
H 0.42000 -3.26227 1.99123 -0.2 0.2 -0.3 0.14
O 3.80212 -3.50431 2.17719 0.1 0.1 -0.5 -0.13
O -0.11722 -6.32442 0.02041 0.6 -0.2 1.8 0.14
H 1.20923 -3.21233 3.52911 0.0 0.0 0.4 0.15
C -4.03463 7.04518 1.35086 0.1 0.5 0.1 -0.21
H -3.41452 4.20755 -3.48355 0.0 0.1 0.0 0.01
H 1.97476 -7.73616 2.01849 0.1 0.2 0.2 0.08
C 1.39536 -5.05512 2.58146 0.5 -0.6 0.5 -0.42
H 0.46089 -8.55561 1.78244 -0.3 -0.2 0.1 0.10
C 2.54454 -2.46742 0.45092 -0.6 0.2 0.8 -0.44